1.
{"formula": "C19H43Cl3F3N3O20S3", "method": "wB97M-V/def2-TZVPD", "species": ["N", "H", "H", "H", "H", "N", "H", "H", "H", "H", "N", "H", "H", "H", "H", "C", "O", "O", "C", "F", "F", "F", "C", "C", "H", "H", "H", "H", "H", "H", "C", "Cl", "Cl", "Cl", "H", "C", "C", "C", "O", "C", "O", "O", "H", "H", "H", "H", "H", "H", "C", "C", "C", "O", "C", "O", "O", "H", "H", "H", "H", "H", "H", "C", "C", "O", "S", "O", "O", "O", "H", "H", "H", "H", "C", "C", "O", "S", "O", "O", "O", "H", "H", "H", "H", "C", "C", "O", "S", "O", "O", "O", "H", "H", "H", "H"], "positions_angstrom": [[-13.844, 7.320, -22.585], [-13.763, 7.861, -21.736], [-14.495, 6.548, -22.586], [-12.963, 6.844, -22.717], [-13.975, 7.971, -23.346], [-8.817, 7.342, -23.560], [-8.649, 8.337, -23.613], [-9.782, 7.195, -23.819], [-8.485, 7.044, -22.654], [-8.203, 6.971, -24.271], [-12.380, 8.517, -26.089], [-12.892, 8.577, -26.957], [-12.001, 7.616, -25.835], [-13.233, 8.671, -25.570], [-11.858, 9.317, -25.762], [-12.017, 5.342, -25.344], [-12.277, 5.898, -26.632], [-11.570, 6.347, -24.483], [-13.058, 4.314, -24.796], [-12.483, 3.354, -24.011], [-14.080, 4.865, -24.121], [-13.637, 3.659, -25.831], [-12.162, 5.226, -27.887], [-12.699, 6.306, -28.780], [-13.742, 6.564, -28.597], [-12.123, 7.232, -28.778], [-12.632, 5.876, -29.779], [-12.774, 4.325, -27.846], [-11.129, 4.942, -28.089], [-11.179, 4.712, -25.640], [-13.871, 2.443, -30.952], [-12.147, 2.290, -30.538], [-14.205, 2.159, -32.754], [-14.414, 4.134, -30.546], [-14.516, 1.715, -30.460], [-6.562, 5.683, -28.168], [-7.213, 6.958, -28.809], [-8.724, 6.702, -28.967], [-9.195, 7.344, -27.692], [-8.207, 8.130, -27.142], [-8.443, 8.794, -26.077], [-7.162, 8.124, -27.953], [-7.233, 5.111, -27.527], [-5.630, 5.763, -27.609], [-6.286, 5.064, -29.022], [-6.760, 7.119, -29.787], [-8.979, 5.644, -29.013], [-9.088, 7.272, -29.822], [-10.582, 1.504, -25.168], [-9.406, 0.509, -25.029], [-8.100, 1.084, -24.552], [-7.704, 0.374, -23.348], [-8.740, -0.423, -23.117], [-8.713, -1.119, -22.183], [-9.710, -0.290, -23.979], [-10.544, 2.052, -26.109], [-10.528, 2.246, -24.372], [-11.546, 1.066, -24.906], [-9.293, -0.100, -25.926], [-8.157, 2.152, -24.342], [-7.251, 0.778, -25.164], [-15.833, 0.293, -23.178], [-14.621, 1.015, -23.605], [-13.743, -0.061, -23.886], [-13.936, -1.308, -22.860], [-13.113, -1.281, -21.633], [-14.041, -2.539, -23.626], [-15.469, -0.777, -22.393], [-16.304, -0.076, -24.089], [-16.628, 0.868, -22.703], [-14.191, 1.640, -22.822], [-14.714, 1.807, -24.347], [-13.306, 10.215, -32.555], [-12.153, 9.462, -31.878], [-12.688, 8.861, -30.713], [-13.926, 9.721, -30.027], [-13.528, 10.772, -29.047], [-14.974, 8.795, -29.729], [-14.215, 10.570, -31.435], [-13.960, 9.632, -33.203], [-12.804, 11.068, -33.012], [-11.382, 10.166, -31.565], [-11.736, 8.562, -32.329], [-16.607, 4.196, -27.540], [-17.053, 5.480, -26.858], [-18.494, 5.368, -26.830], [-18.818, 3.747, -26.542], [-20.181, 3.508, -26.956], [-18.407, 3.247, -25.291], [-17.731, 3.386, -27.717], [-15.700, 3.747, -27.138], [-16.295, 4.516, -28.534], [-16.857, 6.401, -27.407], [-16.616, 5.594, -25.866]], "multiplicity": 2, "total_charge": 1, "e_tot_ha": -5293.02783, "homo_lumo_gap_ha": [0.126, 0.324], "e_homo_ev": [-6.473, -11.968]}

---

2.
{"formula": "C19H43CrFN3O5", "method": "wB97M-V/def2-TZVPD", "species": ["Cr", "C", "C", "C", "C", "C", "C", "N", "O", "C", "C", "C", "H", "H", "H", "H", "H", "H", "H", "H", "H", "H", "H", "H", "H", "H", "H", "H", "H", "H", "C", "C", "O", "O", "H", "H", "H", "F", "C", "C", "C", "O", "C", "N", "H", "H", "H", "H", "H", "H", "H", "H", "H", "H", "H", "C", "C", "C", "O", "C", "N", "H", "H", "H", "H", "H", "H", "H", "H", "H", "H", "H"], "positions_angstrom": [[20.574, -2.313, -18.876], [21.800, 0.802, -16.485], [23.000, 0.986, -17.410], [24.148, 1.561, -16.574], [25.439, 1.691, -17.371], [25.820, 0.339, -17.928], [24.706, -0.357, -18.724], [23.461, -0.275, -17.965], [22.485, -1.152, -18.448], [25.157, -1.843, -18.673], [24.646, 0.100, -20.174], [22.501, 2.012, -18.525], [22.090, 0.135, -15.666], [20.902, 0.352, -16.898], [21.413, 1.735, -16.067], [24.247, 1.001, -15.648], [23.957, 2.626, -16.369], [26.216, 2.069, -16.694], [25.458, 2.429, -18.183], [26.084, -0.228, -17.032], [26.672, 0.461, -18.608], [24.598, -2.452, -19.381], [25.061, -2.252, -17.671], [26.210, -1.865, -18.973], [24.410, 1.158, -20.279], [23.828, -0.412, -20.693], [25.528, -0.210, -20.742], [21.826, 1.603, -19.269], [23.441, 2.328, -18.987], [22.126, 2.917, -18.040], [18.605, -1.454, -15.006], [18.662, -2.381, -16.206], [17.610, -2.948, -16.539], [19.752, -2.360, -16.867], [17.708, -1.609, -14.413], [18.645, -0.439, -15.415], [19.492, -1.516, -14.368], [18.959, -3.610, -19.529], [22.453, -4.282, -22.318], [21.778, -3.828, -20.981], [22.528, -4.327, -19.777], [21.642, -4.113, -18.722], [21.839, -4.904, -17.566], [21.608, -2.380, -20.927], [22.746, -5.322, -22.197], [23.347, -3.664, -22.464], [21.806, -4.008, -23.150], [20.790, -4.300, -20.960], [23.500, -3.801, -19.735], [22.940, -5.338, -19.897], [21.217, -4.625, -16.722], [22.896, -4.918, -17.288], [21.557, -5.934, -17.819], [21.245, -2.101, -21.837], [22.488, -1.862, -20.897], [18.103, -0.200, -21.135], [19.240, 0.445, -20.338], [18.933, 1.928, -20.013], [18.619, 2.030, -18.622], [18.624, 3.349, -18.109], [19.596, -0.398, -19.185], [17.183, -0.089, -20.553], [18.397, -1.244, -21.276], [17.833, 0.115, -22.147], [20.108, 0.474, -21.007], [18.064, 2.303, -20.561], [19.791, 2.562, -20.255], [17.590, 3.636, -17.887], [18.953, 4.086, -18.847], [19.226, 3.373, -17.204], [18.888, -0.130, -18.491], [20.375, 0.137, -18.780]], "multiplicity": 5, "total_charge": -1, "e_tot_ha": -2434.52818, "relative_energy_ev": 1.2666, "homo_lumo_gap_ha": [0.195, 0.207], "e_homo_ev": [-2.737, -3.079]}

---

3.
{"formula": "C19H43FN7O8P2", "method": "wB97M-V/def2-TZVPD", "species": ["C", "C", "O", "C", "C", "O", "C", "N", "C", "N", "C", "C", "C", "C", "F", "N", "O", "C", "N", "N", "P", "P", "O", "O", "O", "H", "H", "H", "H", "H", "H", "H", "H", "H", "H", "H", "H", "H", "H", "H", "H", "H", "H", "H", "H", "H", "C", "C", "C", "O", "C", "N", "H", "H", "H", "H", "H", "H", "H", "H", "H", "H", "H", "C", "C", "C", "O", "C", "N", "H", "H", "H", "H", "H", "H", "H", "H", "H", "H", "H"], "positions_angstrom": [[0.406, -1.366, 3.318], [-0.694, -0.661, 2.553], [-1.741, -1.550, 2.190], [-1.708, -1.876, 0.821], [-2.416, -0.823, -0.034], [-1.722, -0.780, -1.295], [-2.516, -0.472, -2.397], [-2.571, -1.659, -3.243], [-1.615, -2.161, -4.007], [-1.792, -3.342, -4.662], [-0.676, -3.586, -5.341], [-0.365, -4.725, -6.253], [-0.598, -6.148, -5.707], [-1.811, -6.370, -4.831], [-0.735, -6.928, -6.871], [0.191, -2.567, -5.123], [1.454, -2.404, -5.644], [2.393, -2.871, -4.806], [3.155, -3.290, -4.079], [-0.377, -1.612, -4.269], [0.452, -0.122, -3.817], [1.707, -0.584, -2.059], [1.542, -1.944, -1.561], [3.191, -0.199, -2.551], [1.310, 0.594, -1.049], [1.261, -0.699, 3.404], [0.741, -2.262, 2.794], [0.085, -1.648, 4.319], [-0.272, -0.177, 1.665], [-1.118, 0.145, 3.159], [-0.670, -1.956, 0.481], [-2.171, -2.852, 0.673], [-2.329, 0.146, 0.461], [-3.460, -1.103, -0.170], [-2.126, 0.378, -2.957], [-3.544, -0.235, -2.120], [-3.409, -2.219, -3.214], [-0.996, -4.625, -7.140], [0.666, -4.650, -6.600], [0.296, -6.522, -5.206], [-2.692, -5.848, -5.194], [-1.602, -6.068, -3.805], [-2.021, -7.439, -4.824], [1.437, -0.169, -4.810], [3.335, 0.759, -2.577], [2.063, 1.146, -0.779], [-5.306, 3.424, 2.941], [-4.543, 2.320, 3.665], [-3.641, 2.822, 4.800], [-2.435, 3.425, 4.372], [-2.530, 4.791, 4.013], [-3.794, 1.529, 2.683], [-4.661, 3.986, 2.266], [-6.106, 2.993, 2.341], [-5.754, 4.124, 3.648], [-5.282, 1.658, 4.125], [-3.335, 1.958, 5.396], [-4.189, 3.499, 5.468], [-3.254, 5.318, 4.641], [-2.803, 4.920, 2.963], [-1.548, 5.237, 4.166], [-3.365, 0.736, 3.153], [-3.005, 2.099, 2.384], [3.564, 3.281, 2.526], [4.378, 2.085, 2.043], [5.711, 1.894, 2.775], [6.726, 2.791, 2.381], [6.709, 4.059, 3.015], [4.567, 2.184, 0.589], [3.972, 4.223, 2.160], [2.538, 3.211, 2.165], [3.533, 3.322, 3.616], [3.787, 1.190, 2.237], [6.093, 0.899, 2.529], [5.569, 1.927, 3.862], [6.377, 3.978, 4.054], [6.072, 4.771, 2.486], [7.728, 4.441, 3.004], [5.025, 1.338, 0.260], [5.261, 2.910, 0.431]], "total_charge": 1, "e_tot_ha": -2517.20548, "homo_lumo_gap_ha": 0.282, "e_homo_ev": -10.942}

---

4.
{"formula": "C19H43HfOP3S2", "method": "wB97M-V/def2-TZVPD", "species": ["Hf", "P", "P", "P", "H", "C", "C", "H", "C", "C", "C", "C", "C", "C", "C", "C", "C", "H", "H", "H", "H", "H", "H", "H", "H", "H", "H", "H", "H", "H", "H", "H", "H", "H", "H", "H", "H", "H", "H", "H", "H", "H", "H", "H", "H", "H", "C", "C", "C", "C", "C", "C", "S", "H", "H", "H", "H", "H", "H", "C", "S", "C", "O", "H", "H", "H", "H", "H", "H"], "positions_angstrom": [[-0.604, 0.670, 0.162], [-0.531, 1.958, 2.595], [1.614, 2.017, -0.463], [-1.975, -1.283, 1.452], [5.014, -5.537, -4.274], [3.990, -5.904, -4.345], [3.202, -5.565, -5.385], [3.569, -4.912, -6.176], [0.688, 1.354, 3.829], [-0.173, 3.756, 2.598], [-2.069, 1.954, 3.596], [2.178, 1.522, -2.130], [1.646, 3.841, -0.571], [3.110, 1.657, 0.545], [-2.193, -2.791, 0.446], [-3.706, -0.964, 1.960], [-1.241, -1.967, 2.986], [3.699, -6.685, -3.639], [2.249, -6.066, -5.561], [0.587, 1.915, 4.776], [1.704, 1.484, 3.438], [0.521, 0.287, 4.021], [-0.379, 4.180, 3.590], [-0.808, 4.261, 1.860], [0.875, 3.941, 2.341], [-1.945, 2.629, 4.454], [-2.299, 0.948, 3.963], [-2.915, 2.307, 2.992], [2.911, 2.247, -2.499], [1.310, 1.497, -2.806], [2.607, 0.519, -2.109], [2.603, 4.239, -0.205], [0.832, 4.254, 0.035], [1.497, 4.137, -1.609], [4.009, 1.917, -0.033], [3.119, 0.584, 0.783], [3.086, 2.228, 1.482], [-2.808, -3.524, 0.995], [-1.227, -3.233, 0.198], [-2.688, -2.525, -0.496], [-4.075, -1.797, 2.573], [-4.332, -0.870, 1.065], [-3.775, -0.031, 2.527], [-1.686, -2.951, 3.196], [-1.404, -1.296, 3.839], [-0.159, -2.082, 2.834], [0.899, -1.888, -1.822], [1.493, -2.359, -0.635], [2.629, -3.161, -0.676], [3.139, -3.566, -1.913], [2.540, -3.139, -3.104], [1.431, -2.305, -3.065], [-0.490, -0.879, -1.875], [0.641, -0.283, 0.927], [1.066, -2.069, 0.329], [3.099, -3.477, 0.265], [4.000, -4.227, -1.950], [2.916, -3.500, -4.066], [0.938, -1.961, -3.972], [-3.517, 4.065, 0.154], [-3.761, 2.309, -0.026], [-4.392, 2.282, -1.689], [-2.251, 1.770, -0.256], [-4.493, 4.545, 0.015], [-2.799, 4.429, -0.591], [-3.160, 4.281, 1.167], [-3.798, 2.961, -2.315], [-4.326, 1.259, -2.072], [-5.435, 2.593, -1.656]], "total_charge": 4, "e_tot_ha": -2691.87602, "relative_energy_ev": 0.4241, "homo_lumo_gap_ha": [0.116, 0.116], "e_homo_ev": [-19.428, -19.433]}